{"formula": "C3H9F6InN3O16PS6", "method": "the ωB97M-V functional and the def2-TZVPD basis", "species": ["In", "N", "S", "O", "O", "F", "S", "O", "O", "F", "N", "S", "O", "O", "F", "S", "O", "O", "F", "N", "S", "O", "O", "F", "S", "O", "O", "F", "C", "O", "P", "O", "O", "C", "O", "C", "H", "H", "H", "H", "H", "H", "H", "H", "H"], "coordinates": [[0.68374, -0.95645, -0.35616], [-1.02770, -2.75302, -1.38784], [-1.08748, -4.34475, -1.42476], [-1.23391, -4.88833, -2.73222], [-1.65420, -4.95155, -0.28162], [0.49851, -4.49741, -1.21907], [-2.41205, -2.40538, -2.21451], [-3.57314, -3.11870, -1.81258], [-2.27823, -1.92817, -3.53900], [-2.65417, -1.04656, -1.37504], [2.03584, -2.71791, 1.13134], [1.82189, -3.13204, 2.73900], [2.74253, -2.54053, 3.63920], [1.29360, -4.41595, 2.99541], [0.55840, -2.16890, 2.92527], [3.37607, -3.53044, 0.92128], [3.29574, -4.94633, 1.00178], [4.58709, -2.85585, 1.21992], [3.31282, -3.32381, -0.68114], [2.83368, 0.65135, -0.59302], [4.47129, 0.47033, -0.99389], [5.42546, 0.66851, 0.03657], [4.82741, 0.73134, -2.33923], [4.34386, -1.11081, -0.97178], [2.93937, 2.21403, -0.38879], [3.08738, 3.04840, -1.53031], [3.46515, 2.69703, 0.84407], [1.35159, 2.35956, -0.05465], [-2.08554, 2.39402, 2.69381], [-2.72387, 2.41384, 1.39766], [-1.91287, 2.32626, 0.05557], [-1.21248, 1.04726, -0.21239], [-3.00178, 2.69124, -1.01604], [-4.11117, 1.77435, -1.18486], [-0.91519, 3.53565, 0.01631], [-1.40947, 4.86909, -0.11979], [-2.66664, 1.79867, 3.39148], [-2.11162, 3.42607, 3.03910], [-1.06597, 2.02731, 2.59422], [-4.98773, 2.40302, -1.32169], [-4.24598, 1.12863, -0.31973], [-3.99551, 1.16731, -2.07944], [-1.05384, 5.28822, -1.05939], [-1.03785, 5.51650, 0.67393], [-2.49303, 4.98486, -0.10696]], "atomic_forces_ev_per_a": [[0.441, -0.373, 0.320], [-0.469, 1.856, -0.495], [4.356, -4.074, 1.032], [-1.051, 0.773, 0.029], [-0.409, 0.461, -0.123], [-0.510, 0.158, 0.358], [-2.508, 4.472, 0.686], [0.892, -1.244, -0.182], [0.865, -0.625, -0.061], [0.500, 0.020, -0.278], [-1.954, 0.095, 1.650], [-3.381, 2.082, 2.893], [0.822, -0.292, -0.709], [0.318, -0.254, -0.813], [-0.266, 0.117, -0.563], [4.409, -0.686, -6.486], [-0.694, 0.280, 1.297], [-0.551, 0.061, 1.160], [-0.367, -0.125, 0.218], [1.303, -0.845, -0.309], [2.339, -5.868, -0.972], [-0.898, 1.277, 0.354], [-0.848, 0.947, -0.006], [-0.329, 0.357, -0.238], [-5.017, 5.476, 2.458], [0.586, -1.018, -0.507], [0.883, -1.058, -0.269], [0.350, -0.495, -0.400], [0.012, 0.504, -0.168], [-0.128, -0.554, -0.053], [0.007, 1.192, -0.357], [1.287, -1.736, 0.248], [0.244, -0.701, 0.227], [-0.587, 0.203, -0.294], [-0.559, -0.319, 0.052], [-0.082, 1.347, -0.129], [-0.037, -0.246, -0.268], [0.316, -0.053, 0.129], [0.024, 0.012, 0.255], [-0.036, -0.053, 0.135], [0.051, 0.059, 0.041], [0.359, 0.054, 0.040], [0.076, -0.234, -0.054], [0.291, -0.391, 0.157], [-0.048, -0.557, -0.006]], "nbo_charge": [1.974, -1.218, 2.470, -0.842, -0.841, -0.504, 2.452, -0.836, -0.850, -0.527, -1.185, 2.425, -0.842, -0.819, -0.518, 2.431, -0.806, -0.838, -0.524, -1.186, 2.408, -0.807, -0.836, -0.499, 2.416, -0.842, -0.842, -0.538, -0.247, -0.819, 2.645, -1.155, -0.801, -0.257, -0.798, -0.263, 0.210, 0.200, 0.193, 0.204, 0.198, 0.209, 0.207, 0.200, 0.197], "spin_multiplicity": 1, "gap_ev": 4.15, "e_homo_ev": -11.7, "lumo_energy_ev": -7.51}

***

{"formula": "C3H9F6K3N3O16PS6", "method": "the ωB97M-V functional and the def2-TZVPD basis", "species": ["K", "K", "K", "N", "S", "O", "O", "F", "S", "O", "O", "F", "N", "S", "O", "O", "F", "S", "O", "O", "F", "N", "S", "O", "O", "F", "S", "O", "O", "F", "C", "O", "P", "O", "O", "C", "O", "C", "H", "H", "H", "H", "H", "H", "H", "H", "H"], "coordinates": [[-1.67045, 1.30391, 3.82001], [-1.17535, 5.59271, -0.92475], [1.88401, 0.28790, 3.00428], [0.89237, 6.49775, -2.23441], [2.29797, 5.94346, -1.47061], [3.47301, 6.65469, -1.90614], [2.31645, 4.54356, -1.04845], [2.05728, 6.67405, -0.06295], [0.98066, 5.53986, -3.34824], [-0.05908, 4.51866, -3.30011], [2.21796, 5.28704, -4.03086], [0.17612, 6.48154, -4.39932], [4.25906, 1.59968, 3.82871], [4.97204, 2.72021, 5.02648], [4.12261, 3.72976, 5.66026], [6.36775, 3.08732, 4.71841], [5.25028, 1.67358, 6.23832], [4.82971, 2.32123, 2.62973], [6.16605, 1.92000, 2.27473], [4.41688, 3.73700, 2.43008], [4.04616, 1.65295, 1.42560], [-0.17941, 1.08234, 1.58026], [0.42198, 1.90313, 0.18995], [-0.44734, 2.87555, -0.46244], [1.31516, 1.12952, -0.59576], [1.51921, 2.83606, 1.03741], [-1.16356, 0.35309, 0.67024], [-0.80514, -0.64912, -0.31970], [-2.42142, 1.11882, 0.46418], [-1.62163, -0.68592, 1.86288], [-2.82616, -3.89445, -0.23913], [-1.93203, -4.62068, -1.12233], [-2.32236, -6.05396, -1.90244], [-1.19841, -7.01978, -2.12046], [-3.59024, -6.80363, -1.15455], [-3.51206, -6.90253, 0.24154], [-2.81336, -5.67179, -3.41478], [-3.97057, -4.88082, -3.67175], [-3.84521, -4.28028, -0.26680], [-2.74813, -2.81539, -0.37193], [-2.50558, -3.88285, 0.80260], [-4.29597, -6.46305, 0.85834], [-2.54249, -6.59949, 0.63675], [-3.60317, -7.96032, 0.48829], [-3.63224, -4.11414, -4.36877], [-4.44287, -4.26613, -2.90547], [-4.65840, -5.50081, -4.24672]], "atomic_forces_ev_per_a": [[-0.449, 0.101, -0.082], [-0.039, -0.438, -0.135], [1.274, 0.034, -0.117], [3.196, 1.439, 5.410], [2.978, 1.613, 3.491], [-1.403, -1.403, -0.073], [-0.572, 2.077, -1.486], [-0.890, -0.093, -0.182], [-4.317, -3.138, -9.392], [1.201, -0.377, 1.104], [-0.596, -0.171, 1.288], [0.508, 0.389, -0.203], [-0.644, 0.962, 5.122], [2.700, 0.809, 2.646], [0.558, -2.286, -1.766], [-3.508, -0.649, 0.129], [-1.081, 0.114, -1.113], [2.981, 4.339, -6.894], [-0.860, 0.470, 0.567], [0.839, -2.901, 1.312], [-1.463, -1.193, 0.095], [2.310, 2.336, -2.256], [5.310, 5.763, -0.405], [0.758, -1.796, 1.783], [-0.951, -0.419, 0.476], [-2.178, -1.250, -0.407], [-8.496, -5.391, -1.432], [0.260, 2.341, 1.211], [2.741, -1.390, 0.467], [-0.187, 0.083, 0.851], [0.254, 0.150, 0.367], [-1.265, -1.615, -0.275], [1.564, -1.339, -1.537], [-1.418, 2.076, 1.173], [0.524, 2.431, -1.224], [0.512, -1.562, 1.545], [-0.308, 0.003, 2.886], [0.226, 0.792, -1.755], [0.032, 0.266, -0.237], [-0.285, -0.066, -1.232], [0.390, -1.113, 0.155], [-0.271, 0.730, -0.728], [0.036, 0.184, -0.050], [0.168, -0.177, -0.108], [0.060, 0.024, -0.219], [0.124, -0.794, 0.727], [-0.322, 0.035, 0.500]], "nbo_charge": [0.991, 0.979, 0.974, -1.185, 2.373, -0.853, -0.882, -0.511, 2.447, -0.982, -0.853, -0.538, -1.204, 2.341, -0.868, -0.843, -0.496, 2.427, -0.902, -0.913, -0.526, -1.216, 2.338, -0.866, -0.803, -0.488, 2.343, -0.812, -0.899, -0.573, -0.261, -0.796, 2.507, -1.058, -0.785, -0.270, -0.776, -0.271, 0.186, 0.207, 0.179, 0.180, 0.187, 0.198, 0.192, 0.184, 0.197], "spin_multiplicity": 1, "gap_ev": 6.66, "e_homo_ev": -9.6, "lumo_energy_ev": -2.90}

***

{"formula": "C3H9HfNO15", "method": "the ωB97M-V functional and the def2-TZVPD basis", "species": ["Hf", "O", "C", "O", "O", "H", "O", "C", "O", "O", "H", "O", "C", "O", "O", "H", "N", "O", "O", "O", "O", "H", "H", "O", "H", "H", "O", "H", "H"], "coordinates": [[-0.01732, -0.21628, -0.31074], [-0.35207, 0.67852, 3.59924], [-0.19698, 0.35366, 2.27291], [-0.13923, -0.81971, 1.89958], [-0.16438, 1.29150, 1.46745], [-0.38220, -0.20478, 4.06648], [0.65553, -1.77347, -4.52473], [0.84696, -1.74795, -3.12324], [0.18503, -0.84059, -2.49438], [1.50448, -2.69153, -2.62365], [0.92903, -2.61967, -4.86125], [-0.23844, 2.88268, -2.74948], [-0.24168, 1.94051, -1.84548], [-1.28451, 1.29340, -1.58126], [0.86202, 1.59146, -1.26075], [-1.11606, 3.14869, -3.03254], [-2.51170, -1.82035, 0.74929], [-2.11792, -2.95281, 0.71914], [-3.51126, -1.49547, 1.30224], [-1.97305, -0.82987, 0.07307], [0.74604, -2.26141, -0.43813], [0.64364, -2.84970, 0.33769], [1.08752, -2.70476, -1.53347], [2.10558, 0.13137, 0.48513], [2.55702, 0.95036, 0.71412], [2.88234, -0.43970, 0.27906], [-0.33763, 3.92125, 4.53839], [-0.96169, 4.06156, 3.79002], [0.54096, 4.02310, 4.08531]], "atomic_forces_ev_per_a": [[-0.863, -0.071, -0.115], [0.312, -2.086, -0.867], [-0.805, 1.445, 2.750], [0.674, -2.022, -0.521], [0.206, 0.847, -1.746], [-0.019, 1.353, -0.480], [0.101, 1.352, 2.959], [-2.727, 1.097, -1.971], [1.729, -1.270, -1.003], [-0.048, -0.194, -0.146], [0.486, -0.720, -0.034], [1.122, 0.855, -0.080], [0.380, -1.416, 0.723], [0.151, -0.344, 0.662], [-1.020, 0.480, -0.728], [-0.429, -0.371, 0.099], [-1.426, 0.232, -0.060], [1.751, -0.682, -0.586], [-1.657, 0.531, 1.441], [1.756, 0.255, -1.459], [-0.216, 0.385, 1.096], [-0.076, 0.420, -0.701], [0.488, 0.342, 0.828], [1.944, -1.017, -0.111], [-0.694, 0.635, -0.043], [-1.116, -0.040, 0.073], [0.700, 0.466, -1.595], [0.502, -0.249, 0.844], [-1.207, -0.214, 0.769]], "nbo_charge": [2.540, -0.663, 0.983, -0.757, -0.734, 0.496, -0.677, 1.041, -0.757, -0.669, 0.495, -0.654, 0.998, -0.720, -0.784, 0.513, 0.748, -0.415, -0.383, -0.664, -1.094, 0.524, 0.516, -0.930, 0.527, 0.519, -0.934, 0.471, 0.464], "spin_multiplicity": 1, "gap_ev": 9.56, "e_homo_ev": -10.0, "lumo_energy_ev": -0.42}

***

{"formula": "C3H9IN", "method": "the ωB97M-V functional and the def2-TZVPD basis", "species": ["C", "C", "C", "N", "I", "H", "H", "H", "H", "H", "H", "H", "H", "H"], "coordinates": [[1.33853, 1.47637, 0.92938], [-0.01868, 0.06194, -1.42848], [0.53142, 0.44095, 1.23904], [0.75842, -0.91484, -1.61166], [-3.39459, -1.26685, 0.88277], [0.90343, 2.51814, 0.98117], [2.30285, 1.44066, 0.60879], [0.39516, 1.08291, -1.32849], [-1.07181, -0.02331, -1.11341], [0.90763, -0.51064, 0.99030], [-0.45655, 0.62235, 1.71027], [-4.36606, -2.39611, 1.52912], [0.48055, -1.84720, -1.46400], [1.68970, -0.68437, -1.92481]], "atomic_forces_ev_per_a": [[-4.409, 1.452, 1.163], [-0.926, 1.959, 1.767], [0.297, 2.112, -0.075], [0.484, 1.064, -0.809], [-0.235, -0.186, 0.178], [0.722, -1.158, 0.346], [2.605, -0.544, -1.029], [-0.241, -0.647, -1.024], [0.567, -0.467, -0.369], [0.042, -1.373, 0.582], [0.728, -0.449, -0.544], [0.277, 0.222, -0.191], [-0.343, -1.469, -0.125], [0.431, -0.517, 0.131]], "nbo_charge": [-0.351, 0.145, -0.416, -0.595, -0.145, 0.212, 0.198, 0.255, 0.245, 0.185, 0.237, 0.150, 0.442, 0.440], "charge": 1, "spin_multiplicity": 1, "gap_ev": 7.83, "e_homo_ev": -13.2, "lumo_energy_ev": -5.35, "relative_energy_ev": 2.3850}

***

{"formula": "C3H9IN2", "method": "the ωB97M-V functional and the def2-TZVPD basis", "species": ["C", "C", "C", "N", "N", "I", "H", "H", "H", "H", "H", "H", "H", "H", "H"], "coordinates": [[1.23711, -0.09417, 1.09617], [0.22429, -1.13328, -0.96767], [-0.05449, -0.54245, 0.40973], [-0.52472, 1.92123, -0.45914], [-0.99718, 0.53364, 0.48560], [-2.93146, 0.05880, -0.06366], [1.00390, 0.52821, 1.95201], [1.78158, -0.96988, 1.44010], [1.85892, 0.47052, 0.40911], [-0.70293, -1.41356, -1.46344], [0.83997, -2.01860, -0.86331], [0.74680, -0.41167, -1.58718], [-0.52710, -1.31007, 1.03967], [-0.86426, 1.73901, -1.39852], [-1.09043, 2.64228, -0.02945]], "atomic_forces_ev_per_a": [[-0.215, -0.104, -0.109], [-0.269, 0.142, 0.213], [0.635, -0.575, -0.252], [0.032, -3.371, 1.882], [-0.330, 4.213, -1.558], [0.172, -0.117, -0.057], [-0.006, 0.090, 0.158], [0.138, -0.076, -0.019], [0.076, 0.103, -0.055], [-0.058, -0.081, -0.061], [0.164, -0.181, -0.061], [0.128, 0.125, -0.110], [0.076, 0.032, -0.092], [-0.272, -0.045, 0.066], [-0.272, -0.156, 0.055]], "nbo_charge": [-0.605, -0.635, -0.094, -0.667, -0.441, 0.243, 0.224, 0.210, 0.217, 0.215, 0.218, 0.211, 0.208, 0.341, 0.355], "spin_multiplicity": 1, "gap_ev": 8.80, "e_homo_ev": -8.8, "smiles": "CC(C)N(N)I", "lumo_energy_ev": -0.03, "relative_energy_ev": 1.6892}

***

{"formula": "C3H9IN3", "method": "the ωB97M-V functional and the def2-TZVPD basis", "species": ["C", "C", "C", "N", "N", "N", "I", "H", "H", "H", "H", "H", "H", "H", "H", "H"], "coordinates": [[0.23506, 0.37987, 0.44173], [0.09968, -2.10970, 0.80895], [0.22434, -0.91593, -0.13816], [-0.61468, 1.39633, -0.31724], [-1.00695, 2.54176, 0.53248], [0.21140, -1.11945, -1.44011], [2.61921, 0.68150, 0.11112], [-0.05478, 0.41988, 1.50035], [-0.76639, -1.73569, 1.42433], [0.99425, -2.10128, 1.44796], [0.06051, -2.95053, 0.09888], [-1.87847, 2.87790, 0.09359], [-0.41791, 3.36327, 0.47533], [0.49953, -2.12523, -1.65586], [-0.30636, 1.81519, -1.15892], [0.10154, -0.41788, -2.22443]], "atomic_forces_ev_per_a": [[-4.688, 1.236, -1.801], [0.619, 2.228, -1.000], [-0.865, 0.792, 1.391], [1.189, 0.075, 3.250], [-1.147, -0.924, -0.606], [1.028, -1.666, -1.668], [2.146, 0.682, -0.101], [0.536, 0.228, -0.385], [0.474, -1.622, -0.551], [-0.263, -0.469, -0.074], [-0.558, -0.336, 1.321], [0.269, -0.511, 0.574], [0.883, -0.268, -0.253], [-0.920, 2.112, -0.480], [1.050, -0.347, -1.220], [0.249, -1.210, 1.603]], "nbo_charge": [-0.164, -0.647, 0.289, -0.454, -0.660, -0.734, 0.383, 0.265, 0.271, 0.254, 0.234, 0.371, 0.353, 0.428, 0.365, 0.445], "s2": 2.01, "charge": 1, "spin_multiplicity": 3, "gap_ev": [8.09, 5.77], "e_homo_ev": [-11.4, -13.6], "lumo_energy_ev": [-3.36, -7.79], "relative_energy_ev": 0.2855}